## P
{
  "formula": "C6H8NO",
  "method": "wB97M-V/def2-TZVPD",
  "elements": ["C", "C", "C", "C", "C", "C", "N", "O", "H", "H", "H", "H", "H", "H", "H", "H"],
  "xyz": [[-1.41, -1.25, 0.18], [-0.12, -1.29, 0.58], [-1.37, 1.16, 0.10], [-1.60, 0.00, -0.40], [0.06, 1.18, 0.39], [0.72, -0.06, 0.05], [0.46, -0.15, -1.43], [2.07, 0.05, 0.36], [-2.11, -2.01, 0.15], [0.43, -1.92, 1.35], [-2.09, 1.91, 0.35], [0.55, 1.95, -0.21], [0.21, 1.32, 1.52], [0.92, -0.89, -1.84], [0.73, 0.77, -1.77], [2.53, -0.77, 0.64]],
  "nbo_charge": [-0.351, -0.126, -0.213, 0.538, -0.450, 0.329, -0.766, -0.695, 0.298, 0.270, 0.310, 0.279, 0.300, 0.393, 0.377, 0.508],
  "e_lumo_ev": [-6.31, -6.31],
  "total_charge": 1
}

## Q
{
  "formula": "C6H8NO",
  "method": "wB97M-V/def2-TZVPD",
  "elements": ["O", "C", "C", "C", "N", "C", "C", "C", "H", "H", "H", "H", "H", "H", "H", "H"],
  "xyz": [[-1.58, 1.82, -0.34], [-0.67, 1.08, -0.22], [0.72, 1.58, 0.21], [1.58, 0.36, -0.16], [0.83, -0.97, 0.02], [-0.80, -0.38, -0.28], [-1.79, -1.40, -0.64], [-1.80, -1.10, 0.65], [1.14, 2.48, -0.28], [0.54, 1.78, 1.22], [1.87, 0.47, -1.23], [2.50, 0.35, 0.49], [1.10, -1.83, -0.60], [0.53, -1.17, 0.95], [-2.03, -2.04, -1.43], [-2.15, -1.05, 1.63]],
  "nbo_charge": [-0.443, 0.527, -0.509, -0.237, -0.594, -0.011, -0.081, -0.093, 0.282, 0.247, 0.241, 0.244, 0.464, 0.426, 0.265, 0.272],
  "smiles": "O=C1CC[NH2+]C12C=C2",
  "e_lumo_ev": -3.76,
  "total_charge": 1
}

Computed relative energies in units of kcal/mol: P 39.6; Q 0.0

## P
{
  "formula": "ClH4N2OP",
  "method": "wB97M-V/def2-TZVPD",
  "elements": ["N", "P", "O", "N", "Cl", "H", "H", "H", "H"],
  "xyz": [[-0.45, 1.23, -0.47], [-0.19, -0.38, -0.80], [-1.23, -0.84, 0.43], [1.35, -0.71, 0.15], [2.37, 0.73, 0.16], [-0.66, 1.62, -1.41], [-1.19, 1.48, 0.18], [-1.18, -1.84, 0.75], [1.17, -1.29, 1.01]],
  "nbo_charge": [-1.177, 1.390, -1.016, -0.981, 0.100, 0.386, 0.413, 0.500, 0.387],
  "smiles": "NP(O)NCl",
  "e_lumo_ev": 0.44,
  "total_charge": 0
}

## Q
{
  "formula": "ClH4N2OP",
  "method": "wB97M-V/def2-TZVPD",
  "elements": ["N", "N", "O", "P", "Cl", "H", "H", "H", "H"],
  "xyz": [[-0.36, -1.39, 0.04], [1.17, 0.53, -0.40], [-1.41, 0.77, -0.29], [-0.22, 0.20, 0.69], [2.61, -0.33, -0.17], [-0.79, -1.54, -0.81], [-0.70, -2.07, 0.70], [1.42, 2.08, 0.57], [-1.71, 1.76, -0.33]],
  "nbo_charge": [-1.168, -0.800, -1.016, 1.364, 0.154, 0.389, 0.386, 0.172, 0.518],
  "e_lumo_ev": [-0.84, -0.87],
  "total_charge": 0
}

Computed relative energies in units of kcal/mol: P 0.0; Q 70.0

## P
{
  "formula": "ClH4N2OP",
  "method": "wB97M-V/def2-TZVPD",
  "elements": ["N", "P", "N", "O", "Cl", "H", "H", "H", "H"],
  "xyz": [[0.14, -1.05, -1.15], [0.93, 0.39, -0.80], [0.80, 0.39, 0.83], [-0.51, 1.81, -1.35], [-1.55, 2.45, -0.18], [-0.02, -1.20, -2.18], [-0.71, -0.92, -0.62], [0.06, -0.14, 1.20], [1.05, 1.27, 1.19]],
  "nbo_charge": [-1.154, 1.390, -1.156, -0.839, 0.148, 0.419, 0.383, 0.397, 0.414],
  "smiles": "NP(N)OCl",
  "e_lumo_ev": 0.50,
  "total_charge": 0
}

## Q
{
  "formula": "ClH4N2OP",
  "method": "wB97M-V/def2-TZVPD",
  "elements": ["N", "N", "O", "P", "Cl", "H", "H", "H", "H"],
  "xyz": [[0.10, 1.35, -0.60], [-0.52, -0.92, -0.64], [1.28, -0.66, 1.46], [0.94, -0.18, -0.69], [-0.09, -0.61, 2.26], [-0.50, 1.17, 0.19], [0.76, 2.10, -0.32], [-1.34, -0.34, -0.82], [-0.63, -1.91, -0.85]],
  "nbo_charge": [-1.137, -1.177, -0.845, 1.357, 0.197, 0.383, 0.394, 0.412, 0.417],
  "e_lumo_ev": 0.33,
  "total_charge": 0
}

## R
{
  "formula": "ClH4N2OP",
  "method": "wB97M-V/def2-TZVPD",
  "elements": ["N", "N", "P", "O", "H", "H", "H", "Cl", "H"],
  "xyz": [[1.80, 0.45, -0.96], [0.56, -0.08, -0.71], [-0.32, -1.47, -1.12], [-1.62, -1.13, -0.59], [2.15, 0.27, -1.91], [1.63, 1.47, -0.96], [-0.19, 0.52, -0.28], [-4.25, -1.78, 1.13], [-3.06, -1.35, 0.76]],
  "nbo_charge": [-0.631, -0.796, 1.418, -1.101, 0.358, 0.356, 0.410, -0.326, 0.312],
  "smiles": "NNP=O.Cl",
  "e_lumo_ev": -0.06,
  "total_charge": 0
}

Computed relative energies in units of kcal/mol: P 17.8; Q 27.6; R 0.0

## P
{
  "formula": "C4H10",
  "method": "wB97M-V/def2-TZVPD",
  "elements": ["C", "C", "H", "H", "H", "H", "C", "C", "H", "H", "H", "H", "H", "H"],
  "xyz": [[-3.72, -0.47, 2.31], [-3.39, -1.17, 1.24], [-3.38, 0.56, 2.38], [-4.21, -0.95, 3.15], [-3.18, -0.85, 0.22], [-3.33, -2.26, 1.17], [2.36, 1.28, -1.01], [2.87, 0.00, -1.63], [1.47, 1.79, -1.39], [3.13, 2.05, -1.07], [2.23, 1.16, 0.07], [3.05, 0.02, -2.71], [3.86, -0.30, -1.28], [2.24, -0.87, -1.45]],
  "nbo_charge": [-0.396, -0.380, 0.200, 0.199, 0.193, 0.185, -0.616, -0.613, 0.210, 0.202, 0.204, 0.204, 0.207, 0.203],
  "smiles": "C=C.CC",
  "e_lumo_ev": 1.03,
  "total_charge": 0
}

## Q
{
  "formula": "C4H10",
  "method": "wB97M-V/def2-TZVPD",
  "elements": ["C", "C", "C", "C", "H", "H", "H", "H", "H", "H", "H", "H", "H", "H"],
  "xyz": [[-1.02, -1.07, -0.35], [0.06, 0.07, 0.51], [-0.33, 1.43, 0.01], [1.51, -0.31, 0.21], [-1.14, -0.86, -1.44], [-0.78, -2.17, -0.32], [-2.00, -0.97, 0.11], [-0.17, -0.13, 1.55], [0.13, 2.25, 0.58], [-1.42, 1.51, 0.06], [-0.02, 1.55, -1.04], [2.12, -0.82, 0.98], [2.11, 0.30, -0.47], [0.84, -1.01, -0.32]],
  "nbo_charge": [-0.686, -0.158, -0.615, -0.715, 0.207, 0.212, 0.207, 0.206, 0.214, 0.209, 0.205, 0.218, 0.212, 0.285],
  "smiles": "CC(C)C",
  "e_lumo_ev": 1.21,
  "total_charge": 0
}

Computed relative energies in units of kcal/mol: P 0.0; Q 16.8

## P
{
  "formula": "C5H17N2O",
  "method": "wB97M-V/def2-TZVPD",
  "elements": ["C", "C", "C", "C", "C", "N", "N", "H", "H", "H", "H", "H", "H", "H", "H", "H", "H", "H", "H", "H", "H", "H", "H", "H", "O"],
  "xyz": [[1.66, -1.14, -1.10], [0.54, -0.61, -0.22], [-0.75, -1.41, -0.59], [-1.95, -1.09, 0.29], [-2.29, 0.22, 1.01], [-1.14, 0.70, 1.84], [0.44, 0.87, -0.45], [1.59, -0.84, -2.16], [2.62, -0.68, -0.82], [1.86, -2.20, -1.12], [0.76, -0.80, 0.83], [-0.95, -0.91, -1.56], [-0.44, -2.41, -0.89], [-2.80, -1.31, -0.36], [-1.91, -1.77, 1.16], [-3.20, 0.26, 1.57], [-2.31, 0.97, 0.21], [-0.95, 0.03, 2.58], [-1.49, 1.48, 2.39], [0.32, 1.00, -1.46], [-0.46, 1.14, -0.06], [1.29, 1.37, -0.18], [3.09, 2.76, -0.98], [3.41, 2.34, 0.45], [3.08, 2.02, -0.37]],
  "nbo_charge": [-0.653, -0.046, -0.394, -0.436, -0.209, -0.884, -0.701, 0.215, 0.236, 0.251, 0.227, 0.183, 0.261, 0.238, 0.210, 0.224, 0.154, 0.366, 0.377, 0.413, 0.463, 0.474, 0.493, 0.494, -0.956],
  "e_lumo_ev": -2.80,
  "total_charge": 1
}

## Q
{
  "formula": "C5H17N2O",
  "method": "wB97M-V/def2-TZVPD",
  "elements": ["C", "C", "C", "C", "N", "C", "N", "H", "H", "H", "H", "H", "H", "H", "H", "H", "H", "H", "H", "H", "H", "H", "H", "H", "O"],
  "xyz": [[1.26, -0.58, 0.24], [1.43, 0.70, 1.05], [0.18, 1.46, 1.61], [-1.24, 0.90, 1.65], [-1.85, 0.73, 0.30], [-3.23, 0.24, 0.27], [0.69, -0.47, -1.09], [0.71, -1.32, 0.83], [2.20, -1.14, 0.30], [2.06, 0.46, 1.89], [2.01, 1.37, 0.44], [0.04, 2.37, 1.04], [0.46, 1.93, 2.56], [-1.83, 1.56, 2.26], [-1.31, -0.11, 2.04], [-1.72, 1.59, -0.18], [-3.40, -0.39, 1.13], [-3.54, -0.41, -0.58], [-4.04, 0.96, 0.46], [1.11, -1.19, -1.72], [0.87, 0.41, -1.57], [-1.24, 0.08, -0.32], [3.79, -2.91, -4.87], [3.28, -3.55, -3.66], [3.31, -2.69, -4.08]],
  "nbo_charge": [-0.242, -0.418, -0.436, -0.218, -0.529, -0.463, -0.885, 0.180, 0.212, 0.237, 0.221, 0.203, 0.259, 0.237, 0.216, 0.423, 0.235, 0.257, 0.250, 0.406, 0.372, 0.484, 0.473, 0.465, -0.938],
  "e_lumo_ev": -2.77,
  "total_charge": 1
}

Computed relative energies in units of kcal/mol: P 0.0; Q 9.8